Computed, not measured: an isolated molecule of C5H9N in a non-equilibrium geometry, with the ωB97M-V functional and the def2-TZVPD basis.

Cartesian coordinates (Å):
C: 1.36 -1.09 0.16
C: 1.59 0.38 0.23
C: 0.41 0.97 -0.41
C: -0.75 -0.40 -0.48
C: -1.94 -0.18 0.37
N: 0.23 -1.48 -0.22
H: 2.14 -1.78 0.24
H: 1.68 0.79 1.18
H: 2.55 0.57 -0.30
H: -0.08 1.61 0.32
H: 0.60 1.56 -1.29
H: -1.17 -0.62 -1.44
H: -2.53 -1.01 0.08
H: -2.33 0.77 0.20
H: -1.77 -0.11 1.37

Its multiplicity is 3. The energy above the lowest of the compared OMol25 structures with the same formula, charge and spin comes out at 1.409 eV. Its total charge is 0. For the calculated total energy, the calculation gives -6814.7473 eV. As for the HOMO-LUMO gap (spin up / spin down): 5.91 / 7.81 eV.

Computed, not measured: a structure of composition C5H9N2 in a non-equilibrium geometry, with the ωB97M-V functional and the def2-TZVPD basis.

Cartesian coordinates (Å):
C: -1.13 -0.35 1.46
C: 1.20 0.32 1.03
C: 0.19 -0.84 0.89
C: -0.40 -0.01 -0.40
C: -0.61 -0.47 -1.77
N: -1.59 0.33 0.41
N: 0.69 1.00 -0.27
H: -1.58 -0.44 2.40
H: 0.88 0.92 1.82
H: 2.27 0.01 0.98
H: 0.57 -1.86 1.05
H: -0.47 0.52 -2.32
H: -1.60 -0.76 -1.95
H: -0.06 -1.28 -2.04
H: 0.39 2.06 -0.14
H: 1.27 0.84 -1.15

The energy above the lowest of the compared OMol25 structures with the same formula, charge and spin comes out at 4.462 eV. Its total charge is +1. For the calculated total energy, the calculation gives -8301.2702 eV. As for the HOMO-LUMO gap: 11.10 eV.

Computed, not measured: a structure of composition C5H9N2 in a non-equilibrium geometry, with the ωB97M-V functional and the def2-TZVPD basis.

Cartesian coordinates (Å):
C: -1.73 0.28 0.26
C: 1.60 0.34 -0.79
C: 2.41 0.06 0.53
C: -0.59 0.39 1.11
C: -2.65 -0.49 -0.58
N: -1.02 1.39 0.22
N: 1.04 -0.42 0.35
H: 1.24 1.37 -0.95
H: 1.86 -0.03 -1.79
H: 3.22 -0.75 0.55
H: 2.61 0.96 1.00
H: -0.29 0.64 2.16
H: -2.15 -0.86 -1.50
H: -3.58 -0.15 -0.73
H: -2.76 -1.36 0.01
H: 0.78 -1.36 0.15

The energy above the lowest of the compared OMol25 structures with the same formula, charge and spin comes out at 6.082 eV. Its total charge is +1. For the calculated total energy, the calculation gives -8299.6505 eV. As for the HOMO-LUMO gap: 11.17 eV.

Computed, not measured: the ion C5H9N2 with charge +1 in a non-equilibrium geometry, with the ωB97M-V functional and the def2-TZVPD basis.

Cartesian coordinates (Å):
C: -1.08 1.15 1.20
N: -0.26 0.02 0.65
N: 0.98 0.47 0.15
C: 1.17 0.53 -1.25
C: 1.97 -0.43 -0.48
C: -0.35 -1.41 1.03
C: -1.02 -1.23 -0.04
H: -0.96 2.06 0.44
H: -2.12 0.87 1.29
H: -0.73 1.45 2.21
H: 1.52 1.43 -1.61
H: 0.36 0.04 -1.82
H: 1.78 -1.47 -0.31
H: 3.00 -0.22 -0.05
H: 0.05 -2.04 1.85
H: -1.71 -1.51 -0.87

Its SMILES is C[N+]1(N2CC2)C=C1. The energy above the lowest of the compared OMol25 structures with the same formula, charge and spin comes out at 7.226 eV. Its total charge is +1. For the calculated total energy, the calculation gives -8298.5067 eV. As for the HOMO-LUMO gap: 10.70 eV.

Computed, not measured: a cluster of 2 separate species, C5H9N2 in total in a non-equilibrium geometry, with the ωB97M-V functional and the def2-TZVPD basis.

Cartesian coordinates (Å):
C: 1.16 2.09 -0.40
C: 0.88 1.75 0.79
C: -1.72 -0.16 -0.80
C: -0.44 -0.83 -0.62
C: 0.16 -2.03 -0.03
N: -0.31 0.24 -1.27
N: 0.73 0.79 1.66
H: 1.61 2.94 -0.97
H: -2.60 -0.39 -1.49
H: -1.97 0.50 0.01
H: -0.09 -2.87 -0.56
H: -0.48 -2.39 0.88
H: 1.14 -1.98 0.01
H: 0.56 1.45 -1.24
H: 0.05 0.92 2.36
H: 1.33 -0.02 1.69

The energy above the lowest of the compared OMol25 structures with the same formula, charge and spin comes out at 6.927 eV. Its total charge is +1. For the calculated total energy, the calculation gives -8298.8057 eV. As for the HOMO-LUMO gap: 9.34 eV.

Computed, not measured: a structure of composition C5H9N2 in a non-equilibrium geometry, with the ωB97M-V functional and the def2-TZVPD basis.

Cartesian coordinates (Å):
C: 1.86 1.71 0.10
C: 1.57 0.17 -0.04
C: 2.28 -1.05 0.00
C: -2.25 0.78 0.11
C: -1.39 -0.38 -0.24
N: 0.59 1.96 -0.03
N: 0.31 0.54 -0.30
H: 2.60 2.38 0.53
H: 1.76 -1.64 -0.85
H: 2.19 -1.38 0.94
H: 3.41 -1.01 -0.12
H: -2.84 1.27 -0.74
H: -3.08 0.54 0.78
H: -1.48 1.41 0.77
H: -1.66 -0.87 -1.16
H: -1.27 -1.09 0.55

The energy above the lowest of the compared OMol25 structures with the same formula, charge and spin comes out at 7.643 eV. Its total charge is +1. For the calculated total energy, the calculation gives -8298.0893 eV. As for the HOMO-LUMO gap (spin up / spin down): 8.97 / 8.97 eV.

Computed, not measured: the ion C5H9N2 with charge +1 in a non-equilibrium geometry, with the ωB97M-V functional and the def2-TZVPD basis.

Cartesian coordinates (Å):
C: -1.21 1.24 1.53
C: -1.31 0.01 0.54
C: -0.02 -0.38 -0.08
C: 1.21 0.19 0.14
N: 2.02 -0.45 -0.80
C: 1.33 -1.12 -1.70
N: 0.04 -1.04 -1.27
H: -2.20 1.35 1.98
H: -0.42 1.06 2.26
H: -1.09 2.11 0.87
H: -1.73 -0.82 1.14
H: -2.07 0.35 -0.15
H: 1.46 1.05 0.72
H: 3.01 -0.30 -0.92
H: 1.65 -1.60 -2.61
H: -0.67 -1.66 -1.65

Its SMILES is CCc1c[nH]c[nH+]1. The energy above the lowest of the compared OMol25 structures with the same formula, charge and spin comes out at 1.042 eV. Its total charge is +1. For the calculated total energy, the calculation gives -8304.6905 eV. As for the HOMO-LUMO gap: 10.78 eV.

Computed, not measured: the ion C5H9N2 with charge +2 in a non-equilibrium geometry, with the ωB97M-V functional and the def2-TZVPD basis.

Cartesian coordinates (Å):
C: 1.05 -1.73 -1.26
C: -0.21 -1.34 -0.46
C: -0.09 0.11 0.02
C: -0.83 1.28 -0.43
N: -0.65 2.23 0.53
C: 0.04 1.76 1.58
N: 0.26 0.42 1.28
H: 1.96 -1.72 -0.65
H: 1.19 -1.00 -2.05
H: 0.90 -2.72 -1.71
H: -1.18 -1.32 -0.99
H: -0.50 -2.10 0.29
H: -1.64 1.31 -1.18
H: -0.99 3.19 0.43
H: 0.55 1.89 2.54
H: 0.12 -0.24 2.07

Its multiplicity is 2. The energy above the lowest of the compared OMol25 structures with the same formula, charge and spin comes out at 1.659 eV. Its total charge is +2. For the calculated total energy, the calculation gives -8289.5871 eV. As for the HOMO-LUMO gap (spin up / spin down): 10.26 / 6.67 eV.